Record 1
Density functional theory data (ωB97M-V/def2-TZVPD) for a 5-piece molecular cluster, C16H41F3O18P4 overall.

Geometry as XYZ:
```
82
Properties=species:S:1:pos:R:3:forces:R:3:lowdin_charge:R:1
C -2.726 0.355 -3.410 -0.5856 -1.5948 -0.0439 -0.13
C 0.442 -2.777 -3.631 1.7187 0.2541 -2.4802 -0.04
O -1.767 3.895 4.031 1.7572 1.1428 0.1046 -0.22
H -3.468 0.329 -4.208 -0.4431 0.0514 0.3568 0.09
H 2.514 3.145 3.046 -0.1981 -0.2254 0.1834 0.09
H 1.664 -2.687 6.043 -0.1131 -0.0195 -0.3310 0.08
O 1.929 -2.847 -3.551 0.2060 0.5025 0.7066 -0.26
H -3.144 0.447 -2.407 -0.1998 0.4831 -0.2421 0.10
H 1.884 -2.230 7.636 -0.9121 0.4038 0.7316 0.10
H 2.426 1.485 -1.920 -0.2051 0.5227 0.6809 0.08
H -4.239 -4.389 7.290 -0.2962 -0.0182 -0.3994 0.09
O -2.760 2.506 -5.727 0.0898 -1.8005 1.7604 -0.21
H 1.505 0.304 -6.082 0.1264 -0.2098 0.2240 0.05
H 6.018 -2.430 -3.377 -0.0019 -0.1116 0.2980 0.09
H 0.741 -1.276 6.468 0.6570 0.4391 0.5652 0.08
C 1.876 -0.680 -6.367 -0.3275 0.5064 -0.6734 -0.11
H 1.391 2.453 1.827 0.2580 -0.1878 0.0497 0.06
P -1.472 1.738 -5.218 2.8537 -0.4021 0.8632 0.55
H 1.420 2.756 -5.634 0.2419 0.0234 -0.5797 0.08
P 2.823 -2.741 -4.886 -0.1913 1.4040 0.5057 0.46
F 2.070 -1.936 3.187 -0.5499 0.3363 -1.1104 0.13
H -0.233 -1.836 4.194 0.0057 0.1815 -0.2649 0.07
H 0.090 -3.806 -3.706 -0.3205 0.2304 1.2239 0.10
H 0.049 -1.967 -3.016 0.1145 -0.8660 0.7848 0.08
H 0.751 1.342 -2.483 0.1582 0.0079 -0.3437 0.07
H 1.854 4.122 1.775 -0.5012 0.3936 0.1897 0.09
H 0.211 -2.429 -4.638 -0.0153 0.2092 -0.2200 0.06
H -0.603 2.739 5.972 -0.5078 -0.2274 0.3079 0.09
O 4.410 -2.952 -4.413 -3.4174 0.1186 -1.5359 -0.23
O -1.413 2.689 1.802 0.5479 -1.0161 0.9108 -0.22
H 1.004 -1.270 -6.650 0.0809 -0.4679 0.8091 0.08
O -2.428 -3.762 6.708 1.9886 0.8966 0.3491 -0.23
H -2.247 -0.624 -3.417 0.2388 -0.0929 -0.1415 0.08
F 2.476 -3.188 1.446 -0.7969 2.4222 0.1109 0.12
H -3.617 4.372 3.340 -0.0112 -0.0707 -0.1800 0.09
O 0.065 -1.581 1.109 1.9570 0.6390 0.4926 0.15
C 2.285 -1.860 1.847 4.3193 -2.0476 1.8354 -0.41
H 0.263 3.104 -6.976 -0.1826 -0.3927 0.1408 0.08
H 0.224 1.532 -0.133 0.8557 0.1226 0.8307 0.12
H -0.955 -3.338 4.557 -0.5172 -0.1632 0.2151 0.10
H -4.289 -2.707 6.733 0.5420 0.3470 0.7772 0.09
O -0.032 -3.051 7.061 -1.1305 -0.3922 0.9031 -0.21
P -0.929 2.853 3.184 0.2326 1.1712 0.9509 0.43
H 2.375 -0.562 -7.329 0.7368 -0.0938 0.2340 0.09
O -0.434 3.050 -4.946 -1.9954 -2.0199 -0.5340 -0.24
C 1.116 -2.221 6.862 0.0674 -0.4099 -1.6912 -0.08
C 1.609 3.312 2.462 0.5838 -0.6506 -0.9191 -0.10
C 0.782 0.678 -0.515 -0.2344 -2.0925 -2.0685 -0.15
H 0.620 1.630 5.484 0.2434 -0.0126 0.0709 0.08
H -3.753 2.339 -7.551 0.3772 -0.3202 0.0631 0.10
C 4.953 -2.202 -3.329 0.6302 -0.5161 -0.3403 -0.11
C 1.518 0.885 -1.858 0.1114 0.3784 0.3298 -0.04
O 2.731 -1.159 -5.314 0.3421 -1.1932 0.3268 -0.24
H -4.176 -3.821 5.543 0.4884 -0.9189 -0.1424 0.09
O 2.224 -3.595 -5.904 0.8877 -0.5664 -0.5721 -0.23
P -1.518 -2.439 7.041 -0.6349 -2.0778 -2.3833 0.40
H -0.768 0.903 6.205 -0.7279 0.2776 -0.2795 0.08
O -1.797 1.362 -3.651 1.1741 1.9230 -2.1665 -0.23
H -1.988 2.893 -7.593 -0.1698 -0.6478 -0.3373 0.08
H -3.449 2.761 4.052 -0.2737 -0.0355 0.1420 0.09
C -3.831 -3.682 6.567 -0.8871 0.5213 0.1856 -0.12
H 0.816 4.383 -5.945 -0.2873 0.0446 0.4060 0.09
O -0.980 1.644 4.252 -0.1986 -0.5818 -1.8983 -0.23
C -0.461 1.735 5.572 1.5740 0.4672 -0.1597 -0.08
O -2.015 -1.621 8.111 -0.0490 0.9293 1.3532 -0.20
C -1.190 -2.277 4.474 1.4617 -0.2936 -1.6225 -0.13
C -2.936 2.865 -7.056 0.0376 1.8887 -1.0506 -0.11
H -1.882 -2.088 3.653 -0.1555 -0.0676 0.2421 0.10
C 1.208 -1.142 1.105 -3.6297 0.3278 -2.2463 -0.37
H -3.520 4.227 5.067 0.4605 -0.1192 0.1910 0.09
H 4.514 -2.633 -2.428 0.0986 0.8013 0.2943 0.09
C 0.546 3.327 -5.947 0.8195 -0.1576 0.2898 -0.12
H -3.200 3.920 -6.992 -0.3587 0.0765 -0.2928 0.10
F 3.546 -1.263 1.749 -2.0539 -0.6587 -0.3242 0.10
O -1.599 -1.665 5.646 -0.4995 0.7179 1.4654 -0.23
O 1.632 -0.119 0.367 0.8776 0.5431 1.2505 0.03
H -0.003 -0.006 -0.837 -0.3384 -0.0834 0.3590 0.11
O 0.520 3.565 3.309 -1.4078 -0.2139 0.7282 -0.21
C -3.139 3.803 4.138 -1.7726 -0.2432 -0.4394 -0.13
O -0.894 0.584 -6.033 -1.6917 2.9575 1.5955 -0.26
H 4.892 -1.131 -3.521 -0.5663 0.0119 0.4555 0.09
H 1.871 -0.040 -2.316 -0.5650 -0.3953 0.1696 0.07
```
Forces are in eV/Å.

Max |F|: 5.12 eV Å⁻¹
SMILES string: CCOC(=O)C(F)(F)F.COP(=O)(OC)OC.COP(=O)(OC)OC.COP(=O)(OC)OC.COP(=O)(OC)OC

---

Record 2
Density functional theory data (ωB97M-V/def2-TZVPD) for a 3-piece molecular cluster, C16H41N2P overall.

Geometry as XYZ:
```
60
Properties=species:S:1:pos:R:3:forces:R:3:lowdin_charge:R:1
H 1.538 -5.962 -2.001 -0.0013 -0.0866 0.0442 0.04
H 1.193 1.476 -0.197 -0.0046 -0.0560 0.0097 0.07
C -0.142 2.810 -1.259 -0.0550 -0.0820 0.0261 -0.26
H -0.223 5.042 -3.685 -0.0190 0.0075 -0.0030 0.06
H 0.856 0.962 -1.848 -0.0236 -0.0078 -0.0093 0.06
C 0.218 0.567 2.859 0.0346 0.0449 -0.0053 -0.23
H -0.166 -4.491 -0.612 0.0111 0.2297 0.0986 0.04
H 3.146 -2.612 -0.172 0.2956 -0.0963 -0.4029 0.04
H -1.087 0.947 5.363 -0.0083 -0.0172 -0.0157 0.10
H 0.878 1.436 2.789 0.0095 -0.0064 0.0083 0.10
H -0.614 1.211 -3.595 -0.0119 0.0000 0.0108 0.09
H 0.452 2.562 6.463 0.0278 0.0182 -0.0002 0.07
C 0.415 1.422 -0.961 0.0761 0.1032 0.0587 -0.12
H 0.550 -0.123 2.075 -0.0162 0.0062 -0.0153 0.09
C -0.879 2.270 -3.668 0.0242 -0.0433 0.0209 -0.23
N 0.768 -6.245 -1.401 -0.1252 0.5289 -0.1320 -0.07
H -0.372 0.761 -0.588 0.0117 -0.0421 -0.0261 0.06
H -1.678 3.808 -2.381 -0.0029 -0.0029 -0.0191 0.10
H -1.905 -0.881 1.738 0.0135 -0.0292 0.0213 0.07
H 0.668 3.464 -1.592 -0.0177 0.0177 -0.0194 0.10
C 0.411 -0.114 4.215 -0.0413 -0.0348 -0.0065 -0.23
C 0.270 3.021 -4.339 -0.0769 0.0371 -0.0679 -0.27
H -1.744 -2.814 -2.350 -0.1315 0.0474 -0.1627 0.07
C -2.203 -0.153 2.497 -0.0241 0.1061 0.0094 -0.10
C 0.771 2.018 5.573 -0.1076 -0.0189 0.0357 -0.11
H 0.736 -2.110 0.106 -0.3448 -0.1125 -0.0037 0.09
H -2.278 -0.672 3.454 0.0112 -0.0241 -0.0072 0.07
H 0.796 4.974 -5.117 -0.0192 0.0247 -0.0099 0.07
H 1.839 1.813 5.671 0.0129 0.0118 -0.0322 0.07
H 0.630 2.681 4.717 0.0190 0.0026 -0.0064 0.06
C -1.213 1.006 2.556 -0.0314 -0.0919 -0.0973 -0.26
H -0.921 4.591 -5.244 -0.0248 0.0131 0.0236 0.07
H -0.134 -1.062 4.229 0.0012 -0.0001 -0.0171 0.10
H -0.522 3.246 -0.331 0.0167 0.0189 0.0000 0.10
H 0.475 -3.505 -2.333 0.4119 -0.0871 -0.2553 0.08
H 1.468 -0.376 4.324 0.0047 0.0034 0.0143 0.11
C -1.272 2.797 -2.287 -0.0154 0.0461 -0.0142 -0.22
C -0.019 0.721 5.420 0.1104 0.0117 0.0208 -0.27
H -1.364 -1.184 -1.794 -0.1235 0.1205 0.0877 0.05
H -1.301 -2.550 -0.677 -0.1246 -0.0003 0.1801 0.05
H -1.552 1.740 3.291 0.0409 0.0077 0.0149 0.10
H 0.116 0.119 6.322 -0.0345 -0.0038 0.0054 0.10
C 0.571 -5.239 -0.333 -0.0532 -0.3213 -0.0417 -0.52
C -1.100 -2.233 -1.696 0.4057 -0.0048 -0.2167 -0.11
H -3.201 0.205 2.241 -0.0096 -0.0309 -0.0105 0.07
C -0.040 4.491 -4.609 0.1038 -0.0451 0.0180 -0.11
H 0.167 -5.749 0.540 0.0115 -0.0577 0.1909 0.06
H 0.651 -1.810 -2.862 0.2188 -0.1929 -0.3050 0.10
H 1.178 2.942 -3.734 -0.0043 -0.0194 0.0136 0.10
H -1.218 1.520 1.590 0.0039 0.0406 0.0210 0.08
H -0.057 -6.223 -1.993 0.0784 -0.2306 -0.0202 0.06
H 0.495 2.529 -5.289 0.0311 -0.0130 0.0117 0.10
C 1.284 -2.168 -0.838 0.8178 0.0969 -0.1408 -0.31
H 1.709 -1.179 -0.998 0.0843 0.1427 0.1423 0.09
H -2.092 2.180 -1.903 0.0057 -0.0008 0.0220 0.11
P 2.183 -4.561 0.217 0.8271 -0.1654 -0.0437 0.85
H 1.808 -4.059 1.498 -0.4756 0.1176 -0.1554 -0.08
N 2.431 -3.103 -0.703 -0.8133 0.0899 0.4521 -0.32
H -1.758 2.314 -4.318 0.0040 0.0042 -0.0145 0.11
C 0.387 -2.466 -2.040 -0.9835 0.0256 0.7153 -0.24
```
Forces are in eV/Å.

Max |F|: 1.22 eV Å⁻¹
SMILES string: CCCNPCN.CCCCCC.CCCCCC

---

Record 3
Density functional theory data (ωB97M-V/def2-TZVPD) for a 4-piece molecular cluster, C16H41N4O8 overall.

Geometry as XYZ:
```
69
Properties=species:S:1:pos:R:3:forces:R:3:lowdin_charge:R:1
N 4.366 -0.406 0.704 1.5473 -0.0808 -1.2114 0.07
H -2.065 -5.197 -0.751 0.0273 0.2691 0.2895 0.10
H 2.066 4.167 -0.424 0.0328 0.3924 -0.8570 0.10
O 0.084 0.979 -1.590 0.2836 -0.5700 0.0877 -0.07
O -1.591 -4.612 1.183 2.9135 0.7812 1.8063 -0.18
C 3.961 1.571 2.085 1.8750 0.0563 -0.0162 -0.10
H -0.399 1.787 -2.641 -0.9927 0.4226 -1.7476 0.04
H 0.536 1.211 -5.008 0.5087 0.1969 0.1840 0.11
H -2.528 -5.124 2.991 -0.0918 -0.7852 -0.2679 0.11
H -3.244 -4.182 0.282 -0.4428 0.2233 -1.2924 0.08
C -0.279 0.070 3.365 0.9374 -1.2434 -0.2120 -0.21
H 2.805 0.754 0.457 2.2804 0.3510 -1.0828 0.00
C -2.158 -4.251 2.454 -0.8824 -1.8183 -1.3816 -0.23
H 0.695 -0.114 -6.588 0.4396 -0.1434 0.2259 0.07
C 4.436 2.023 -0.324 0.0445 -4.1381 -1.0592 -0.19
H 5.359 -0.433 0.890 0.3492 0.0143 0.0422 0.06
N -2.253 0.714 -3.078 1.6702 1.3529 0.1695 -0.04
H 0.067 0.594 4.256 0.2700 1.0495 -0.3297 0.11
N 0.506 0.466 -0.570 -3.7110 0.3136 1.2610 -0.49
H 0.727 1.751 1.646 0.0233 0.7921 0.3198 0.10
C -2.499 -4.976 0.225 -1.6139 -0.0365 1.5687 -0.13
H -0.029 -1.672 -6.089 -0.0094 -0.0886 -0.0641 0.09
H -1.328 2.361 -4.011 -0.1518 0.3129 -0.7741 0.09
H 3.359 2.457 2.286 0.3415 0.1644 -0.3657 0.08
H 2.272 0.968 1.397 -2.2353 -0.0277 2.4117 -0.01
H 3.718 0.846 2.862 0.2208 -0.0126 -0.0601 0.08
H -3.070 -3.712 2.197 -0.1137 0.7035 0.3909 0.11
H -4.105 1.240 -2.580 -0.4941 0.1135 0.7649 0.11
C -1.278 -3.558 3.418 -0.2321 2.5613 -0.7121 -0.21
H 1.858 2.632 0.127 0.7096 -0.4186 0.2271 0.07
H 5.022 1.811 2.152 0.2850 0.3225 0.5372 0.07
C 3.855 0.943 0.680 0.1143 1.8710 1.5183 -0.45
H -3.744 1.485 1.358 0.5034 0.8848 0.0262 0.08
H 5.513 2.002 -0.159 0.1648 1.2841 0.2746 0.11
H -2.727 0.346 -3.890 0.1844 0.1674 -0.2138 0.08
C -0.179 0.561 -4.503 -0.3078 2.0136 2.1505 -0.24
H 2.123 2.724 -1.565 0.1341 0.2335 -0.2795 0.10
O -1.020 0.068 -5.478 -0.5167 -1.1914 -1.9208 -0.20
H 4.353 1.523 -1.289 -0.0361 -0.2785 -0.4997 0.12
C 1.476 1.121 2.126 -2.4359 -1.1545 0.6465 -0.14
O 3.803 3.244 -0.453 1.6334 0.4582 1.5216 -0.14
O 1.691 0.518 -0.418 1.7312 -2.3119 -0.4560 -0.05
H -3.139 2.617 -2.895 0.2654 0.7032 0.4637 0.10
H -3.555 -0.090 1.708 0.3494 -0.9407 -0.3321 0.08
H -3.016 -5.816 0.688 -0.4352 -0.8821 -0.8126 0.08
H 0.236 -1.606 4.489 -0.0598 -0.5801 0.0154 0.12
H -0.291 -4.005 3.545 0.0340 -0.1514 -0.2083 0.13
O -2.874 0.437 -0.209 -1.3013 1.6815 -0.6038 -0.17
C -3.122 1.661 -2.372 0.6556 -2.7556 -1.3294 -0.23
H 0.353 -0.242 -3.994 0.0142 -0.0750 0.2716 0.12
H 3.949 -0.988 1.415 -0.5214 0.2595 -0.0213 0.08
H -1.422 -1.060 4.798 -0.2215 0.1719 0.4010 0.11
H -0.667 -0.628 -7.432 -0.6906 -0.3275 0.2326 0.08
C 2.445 3.164 -0.621 -2.1770 0.7585 0.3968 -0.12
H -1.202 0.482 2.958 0.5177 0.5325 -0.0206 0.08
C -1.002 1.462 -3.489 -1.3647 -1.1515 -2.7427 -0.18
C -3.015 0.695 1.179 -0.3470 -0.4105 -0.4956 -0.14
H -1.768 -3.524 4.391 -0.2620 -0.7053 0.4128 0.11
H -1.902 2.261 -0.632 0.2481 -0.2320 -0.2175 0.12
C -2.811 1.723 -0.900 -0.8898 -0.2286 0.2504 -0.21
H 1.874 1.495 3.069 -0.5997 0.2420 0.0333 0.08
H -2.020 0.801 1.612 -0.4321 0.5666 -0.1106 0.04
O 0.771 -0.122 2.357 -0.2706 0.4256 3.0751 -0.18
C -0.237 -0.659 -6.431 -0.1701 0.9120 0.1192 -0.11
H -1.901 -1.788 2.412 0.0180 -0.2086 0.1109 0.10
N -1.166 -2.165 2.993 1.4462 -0.1071 0.9184 -0.05
C -0.681 -1.249 4.021 0.3600 -0.2439 -2.0604 -0.22
H -3.658 2.365 -0.656 -0.2350 0.1652 1.3159 0.10
O -0.333 0.080 0.265 1.1115 -0.4254 -0.6824 0.02
```
Forces are in eV/Å.

Energy relative to the best compared isomer or geometry (same formula, charge and spin): 449.38 kJ/mol
Max |F|: 4.27 eV Å⁻¹
Total charge: -1

---

Record order is preserved below.
HOMO energy: -10.33 -8.65 -4.77 eV